The following is a DFT calculation (wB97M-V/def2-TZVPD) of C7H16AlO3 as an isolated structure at a distorted geometry.

Computed properties:
- E: -744.4244 hartree
- Total charge: -1
- Relative energy (zero: lowest compared OMol25 entry of this formula, charge and spin): 481.3 kJ/mol
- LUMO: 3.4 eV
- 2S+1: 1

Element x y z (Å)
Al1 0.70 0.66 -0.16
O1 0.23 0.36 1.68
O2 -0.59 2.03 -0.26
O3 -3.71 -0.20 0.33
C1 4.29 -0.81 0.63
C2 2.66 1.05 -0.62
C3 3.43 -0.43 -0.73
C4 -2.88 0.75 -0.42
C5 -1.71 1.41 0.53
C6 -4.01 -1.39 -0.49
C7 -1.23 0.13 1.48
H1 -2.39 0.33 -1.40
H2 -4.20 -2.30 0.23
H3 4.47 0.17 1.27
H4 -3.15 -1.71 -1.23
H5 4.04 -0.55 -1.73
H6 -3.60 1.64 -0.76
H7 0.24 -0.50 -1.13
H8 3.74 -1.65 1.27
H9 -1.19 -0.76 0.69
H10 2.56 -1.25 -0.79
H11 3.17 1.67 0.25
H12 -2.08 2.18 1.36
H13 2.76 1.63 -1.65
H14 -5.02 -1.17 -1.06
H15 -1.89 -0.13 2.42
H16 5.36 -1.16 0.26